# 1
{
  "formula": "C5H10O",
  "method": "ωB97M-V/def2-TZVPD",
  "symbols": ["C", "C", "O", "C", "C", "C", "H", "H", "H", "H", "H", "H", "H", "H", "H", "H"],
  "coordinates": [[2.0158, -0.2770, -0.2822], [0.7549, 0.5497, -0.2654], [0.7399, 1.7619, -0.2647], [-0.5187, -0.2690, -0.1775], [-1.6655, 0.4627, -0.8696], [-0.5462, -0.3798, 1.3708], [1.8884, -1.2351, 0.2342], [2.1858, -0.4931, -1.3418], [2.8728, 0.2639, 0.1193], [-0.3725, -1.2589, -0.6334], [-1.3158, 0.8075, -1.8498], [-1.9538, 1.3518, -0.3048], [-2.5492, -0.1631, -1.0308], [0.3242, 0.1817, 1.7543], [-0.4336, -1.4010, 1.7392], [-1.4265, 0.0977, 1.8023]],
  "gap_ha": 0.3816,
  "e_lumo_ev": 0.98,
  "e_above_lowest_kj_mol": 38.2,
  "smiles": "CC(=O)C(C)C"
}

=====

# 2
{
  "formula": "C5H6O",
  "method": "ωB97M-V/def2-TZVPD",
  "symbols": ["C", "C", "O", "C", "C", "C", "H", "H", "H", "H", "H", "H"],
  "coordinates": [[-1.3845, 0.5538, 0.4832], [-0.2552, -1.2671, -0.4773], [-0.7719, -0.1415, -1.1193], [-0.2220, 0.9746, -0.3566], [1.0443, 0.4542, 0.3505], [0.8718, -1.0378, 0.1815], [-2.3314, 0.8982, 0.0751], [0.7833, 0.6563, 1.3955], [-0.9600, -2.0853, -0.4837], [-0.1808, 1.8774, -0.9705], [2.0259, 0.8892, 0.1335], [1.3804, -1.7722, 0.7880]],
  "gap_ha": 0.3239,
  "e_lumo_ev": 0.79,
  "e_above_lowest_kj_mol": 508.8
}

=====

# 3
{
  "formula": "C15H46N8O9",
  "method": "ωB97M-V/def2-TZVPD",
  "symbols": ["C", "O", "C", "C", "N", "C", "C", "O", "C", "H", "H", "H", "H", "H", "H", "H", "H", "H", "H", "H", "H", "H", "H", "H", "C", "O", "C", "C", "N", "C", "C", "O", "C", "H", "H", "H", "H", "H", "H", "H", "H", "H", "H", "H", "H", "H", "H", "H", "N", "C", "N", "O", "H", "H", "H", "H", "N", "C", "N", "O", "H", "H", "H", "H", "N", "C", "N", "O", "H", "H", "H", "H", "O", "H", "H", "O", "H", "H"],
  "coordinates": [[-2.9064, -4.2621, 1.5918], [-1.6695, -3.6189, 1.8842], [-1.0722, -2.8328, 0.8265], [0.2460, -2.4433, 1.4506], [0.0091, -1.4026, 2.4215], [1.2510, -0.6699, 2.8394], [1.0427, 0.3718, 4.0336], [0.4842, -0.3085, 5.1497], [1.4057, -0.8448, 6.0598], [-2.7226, -5.2028, 1.0727], [-3.6036, -3.6512, 1.0184], [-3.5310, -4.5245, 2.4457], [-1.6089, -1.9545, 0.4678], [-0.9350, -3.4275, -0.0766], [0.8945, -2.1217, 0.6357], [0.7711, -3.3202, 1.8292], [-0.5091, -1.7897, 3.1972], [1.8100, -0.2901, 1.9842], [1.8412, -1.4896, 3.2490], [0.2549, 1.0560, 3.7183], [1.9076, 0.9917, 4.2698], [1.8712, -1.7304, 5.6270], [0.8525, -1.2986, 6.8821], [2.1945, -0.1481, 6.3436], [0.5243, -0.2890, -4.3278], [1.8544, -0.8207, -4.3143], [2.0801, -1.8327, -5.2217], [3.4791, -2.4904, -5.1033], [3.7867, -2.5873, -3.6830], [5.2383, -2.6305, -3.4016], [5.5094, -2.1805, -2.0079], [4.8502, -3.1476, -1.1636], [5.2133, -3.0720, 0.1328], [-0.3071, -0.9898, -4.2524], [0.3955, 0.2911, -5.2416], [0.3129, 0.4434, -3.5486], [2.0471, -1.5542, -6.2750], [1.2675, -2.5485, -5.0972], [4.2633, -1.9698, -5.6529], [3.4094, -3.4702, -5.5758], [3.2366, -1.9043, -3.1819], [5.9382, -2.2095, -4.1234], [5.5303, -3.6700, -3.5511], [5.1484, -1.1576, -1.9010], [6.5513, -2.2453, -1.6943], [5.5161, -2.0881, 0.4911], [6.0421, -3.7550, 0.3192], [4.4268, -3.4407, 0.7913], [-3.5780, 6.6919, -3.4741], [-3.2533, 7.8989, -3.8002], [-2.0095, 8.1439, -3.4797], [-3.8905, 8.5683, -4.5351], [-2.9663, 6.2314, -2.8154], [-4.5190, 6.3252, -3.4813], [-1.6670, 9.0390, -3.7983], [-1.4442, 7.4399, -3.0268], [-7.6870, -1.7880, 6.0040], [-7.8481, -1.7528, 4.7013], [-6.6598, -1.5841, 4.2405], [-8.7993, -2.0715, 4.0194], [-8.4867, -2.0510, 6.5621], [-6.7548, -1.6425, 6.3644], [-5.9373, -1.4957, 4.9408], [-6.4685, -1.4877, 3.2535], [3.3550, 5.1621, -0.1543], [2.5694, 4.4550, -0.8880], [3.1330, 3.5382, -1.6580], [1.3890, 4.5834, -0.9033], [4.3251, 4.9218, -0.3004], [3.0390, 5.8533, 0.5110], [4.1325, 3.4255, -1.5667], [2.6621, 2.8922, -2.2754], [-7.1942, 2.4022, 0.7454], [-7.3197, 2.6970, 1.6474], [-6.2455, 2.4136, 0.6190], [-2.5459, 1.8205, 0.3811], [-1.9181, 2.4637, 0.0519], [-2.0046, 1.1382, 0.7782]],
  "gap_ha": 0.3146,
  "e_lumo_ev": -0.04,
  "e_above_lowest_kj_mol": 445.5,
  "smiles": "COCCNCCOC.COCCNCCOC.NC(N)=O.NC(N)=O.NC(N)=O.O.O"
}

=====

# 4
{
  "formula": "H34O17",
  "method": "ωB97M-V/def2-TZVPD",
  "symbols": ["O", "H", "H", "O", "H", "H", "O", "H", "H", "O", "H", "H", "O", "H", "H", "O", "H", "H", "O", "H", "H", "O", "H", "H", "O", "H", "H", "O", "H", "H", "O", "H", "H", "O", "H", "H", "O", "H", "H", "O", "H", "H", "O", "H", "H", "O", "H", "H", "O", "H", "H"],
  "coordinates": [[1.7765, 0.2574, 1.8069], [2.4801, 0.4330, 1.1122], [2.3887, -0.1883, 2.4319], [0.6116, 2.6113, 2.5960], [0.1432, 2.2565, 1.7667], [1.2638, 1.9763, 3.0961], [1.5932, 0.5052, -0.9904], [1.5686, 0.5929, -1.9790], [1.2580, 1.3776, -0.6333], [-1.3562, 1.2719, -1.0292], [-1.6669, 0.5198, -1.5395], [-1.6254, 1.9622, -1.7043], [0.0664, 0.6295, 4.1149], [-0.9221, 0.7963, 4.4415], [-0.0324, -0.1038, 3.6456], [3.4426, -2.2709, -3.2485], [3.3341, -1.8733, -4.0195], [2.7105, -2.7070, -3.1253], [-3.6817, -0.4182, -3.3506], [-3.5503, 0.3037, -3.8816], [-4.5263, -0.5864, -3.0089], [2.5236, 2.9816, 0.5380], [2.8450, 2.9941, 1.4647], [2.1061, 3.7933, 0.2944], [-1.7978, 0.5386, 1.8030], [-2.3945, -0.1840, 1.6340], [-1.2081, 0.4895, 1.0603], [0.1986, 4.7895, 0.6983], [-0.2353, 3.9749, 1.1807], [0.6924, 5.0939, 1.4028], [-0.4521, -4.0939, 3.2153], [0.3194, -3.4104, 3.4281], [-0.0326, -4.9049, 2.8567], [0.7129, -4.1122, -3.7954], [-0.1272, -3.7895, -3.3080], [0.6095, -4.9594, -3.7755], [3.2415, -0.1751, 4.5684], [2.4556, 0.0376, 5.1045], [3.4794, -1.0751, 4.6349], [-4.7384, 1.5884, -1.8042], [-5.2216, 1.3839, -1.1113], [-4.0821, 2.1534, -1.8819], [0.1454, -1.9035, 1.2686], [0.8160, -2.3673, 0.7160], [0.6089, -1.0785, 0.9434], [-1.2169, -2.9117, -1.0939], [-1.8376, -2.1948, -1.4994], [-1.2563, -2.6006, -0.0857], [-0.2892, 1.1549, -4.8751], [-1.2303, 0.9496, -4.7816], [0.0899, 0.4918, -5.3017]],
  "gap_ha": 0.3527,
  "e_lumo_ev": -0.23,
  "e_above_lowest_kj_mol": 688.1
}

=====

# 5
{
  "formula": "C3H3O2P",
  "method": "ωB97M-V/def2-TZVPD",
  "symbols": ["C", "O", "C", "P", "C", "O", "H", "H", "H"],
  "coordinates": [[-1.6846, -0.1024, 1.0325], [-0.3990, -0.6072, 0.6055], [0.1838, 0.1855, -0.2059], [1.5262, -0.6522, -1.1055], [2.6665, 0.3298, -1.7245], [3.6777, 0.6250, -2.2180], [-2.3993, 0.2384, 0.2375], [-1.4149, 0.7630, 1.5591], [-2.1563, -0.7799, 1.8191]],
  "gap_ha": 0.2868,
  "e_lumo_ev": -0.26,
  "e_above_lowest_kj_mol": 387.7,
  "smiles": "COC#P=C=O"
}

=====

# 6
{
  "formula": "C4H7N4",
  "method": "ωB97M-V/def2-TZVPD",
  "symbols": ["C", "C", "C", "C", "N", "N", "N", "N", "H", "H", "H", "H", "H", "H", "H"],
  "coordinates": [[-0.5812, 2.5506, -0.1158], [-1.1686, 0.1644, 1.2920], [-0.5086, 0.0520, 0.1688], [1.2779, -1.3523, -0.5263], [-1.2184, 2.5647, 0.9444], [-1.6926, 1.4758, 1.6148], [1.8674, -1.8656, -1.6697], [0.0521, -0.9428, -0.6487], [-0.0724, 3.2159, -0.7995], [-1.2598, -0.4816, 2.1110], [1.7193, -1.2349, 0.5214], [-1.7563, 1.4846, 2.6337], [2.5441, -2.4452, -1.4256], [1.2594, -1.9992, -2.5186], [-0.4623, -1.1863, -1.5820]],
  "total_charge": 1,
  "gap_ha": [0.2835, 0.2838],
  "e_lumo_ev": [-4.47, -4.47],
  "e_above_lowest_kj_mol": 556.6
}

=====

# 7
{
  "formula": "C5H7NO",
  "method": "ωB97M-V/def2-TZVPD",
  "symbols": ["C", "O", "C", "C", "C", "C", "N", "H", "H", "H", "H", "H", "H", "H"],
  "coordinates": [[-1.6079, -1.1602, 0.6580], [-0.1828, -1.3577, 0.3138], [0.4362, -0.2366, -0.0990], [1.9276, -0.0773, 0.0467], [-0.3289, 0.6706, -0.7405], [-0.0937, 2.0602, -0.7309], [0.0036, 3.2116, -0.6336], [-1.6257, -0.7153, 1.6580], [-2.2549, -0.5267, 0.0256], [-2.0149, -2.1625, 0.6286], [2.4071, -0.7482, 0.7602], [2.1302, 0.9634, 0.3235], [2.3973, -0.2201, -0.9366], [-1.1932, 0.2988, -1.2738]],
  "gap_ha": 0.3483,
  "e_lumo_ev": 0.58,
  "e_above_lowest_kj_mol": 198.5,
  "smiles": "CO/C(C)=C/C#N"
}

=====

# 8
{
  "formula": "C2H10N3S",
  "method": "ωB97M-V/def2-TZVPD",
  "symbols": ["N", "C", "N", "N", "H", "H", "H", "H", "H", "H", "C", "S", "H", "H", "H", "H"],
  "coordinates": [[-1.8788, 0.8924, 2.0865], [-1.2379, 0.4894, 0.9138], [-1.9537, 0.6534, -0.2740], [0.0275, 0.0580, 0.8752], [-1.7486, 0.1632, 2.8018], [-1.3258, 1.6608, 2.4884], [-2.8802, 0.2483, -0.0736], [-2.2345, 1.6417, -0.3670], [0.1612, -0.9421, 0.7100], [0.4623, 0.4627, -0.0127], [1.9865, -1.2891, -1.7934], [2.0878, 0.5116, -1.5250], [1.3248, -1.4997, -2.6263], [2.9744, -1.6907, -1.9957], [1.5916, -1.7663, -0.8997], [2.6435, 0.4063, -0.3083]],
  "total_charge": 1,
  "gap_ha": 0.2517,
  "e_lumo_ev": -6.28,
  "e_above_lowest_kj_mol": 337.1
}